DFT (wB97M-V/def2-TZVPD) results for a structure of composition C25H25AgN3O6PS.

```
62
Properties=species:S:1:pos:R:3
Ag 0.992 0.549 1.559
N 4.154 0.485 2.899
C 3.805 1.553 3.815
C 2.370 1.910 4.238
O 2.364 2.672 5.236
N 1.299 1.370 3.621
C 0.025 1.565 4.354
C -1.302 1.487 3.549
O -2.293 1.987 4.076
O -1.258 0.915 2.389
H 3.731 0.603 1.970
H 3.790 -0.419 3.220
H 4.256 1.306 4.779
H 4.310 2.462 3.439
H -0.055 0.776 5.100
H -0.002 2.489 4.936
O 1.989 -0.130 -3.571
S 1.465 -1.504 -3.850
O 1.619 -2.379 -2.642
O 0.780 -0.343 -0.524
C -0.400 -1.249 -3.831
C -1.056 -1.524 -5.049
C -2.448 -1.461 -5.179
C -3.187 -1.057 -4.058
C -2.565 -0.787 -2.856
C -1.152 -0.888 -2.747
P -0.653 -0.265 -1.051
C -1.759 -1.321 -0.052
C -2.689 -0.885 0.876
C -3.248 -1.800 1.779
C -2.885 -3.141 1.724
C -2.014 -3.579 0.717
C -1.459 -2.692 -0.161
C -1.173 1.464 -1.219
C -1.108 2.037 -2.481
C -1.664 3.284 -2.650
C -2.299 3.980 -1.585
C -2.311 3.393 -0.342
C -1.713 2.151 -0.142
H -0.468 -1.839 -5.917
H -2.969 -1.760 -6.089
H -4.288 -0.986 -4.090
H -3.133 -0.451 -1.990
H -2.948 0.131 1.009
H -3.866 -1.445 2.633
H -3.336 -3.852 2.453
H -1.772 -4.630 0.605
H -0.723 -3.011 -0.879
H -0.612 1.525 -3.290
H -1.654 3.709 -3.658
H -2.751 4.919 -1.798
H -2.760 3.886 0.499
H -1.749 1.686 0.852
C 4.704 -0.592 -0.646
C 3.530 -1.382 -0.107
C 3.830 -2.197 1.028
N 3.910 -2.833 2.001
H 4.360 0.081 -1.414
H 5.447 -1.289 -0.984
H 5.181 -0.050 0.163
H 3.053 -1.948 -0.916
H 2.755 -0.689 0.248
```

lowest unoccupied orbital energy	4.34	eV
HOMO level	-0.0899	Ha
maximum force	2.73	eV/A
relative energy (zero: lowest compared OMol25 entry of this formula, charge and spin)	5.2	kcal/mol
total charge	-2


DFT (wB97M-V/def2-TZVPD) results for a structure of composition C25H25ClGeN2O4Sc.

```
59
Properties=species:S:1:pos:R:3
Sc 1.709 0.863 -1.066
C 1.183 -2.355 -4.307
C 1.645 -1.393 -3.260
N 0.865 -0.521 -2.718
O -0.440 -0.487 -3.236
C 3.036 -1.401 -2.819
C 4.068 -2.356 -3.323
N 3.279 -0.448 -1.961
O 4.409 -0.187 -1.447
H 0.297 -1.982 -4.812
H 0.928 -3.303 -3.827
H 1.976 -2.552 -5.027
H -0.712 0.422 -3.016
H 3.771 -3.398 -3.180
H 4.985 -2.178 -2.763
H 4.287 -2.220 -4.386
Cl -0.640 4.056 -4.331
C 0.757 4.201 -3.251
C 1.029 2.945 -2.438
O 0.133 2.091 -2.231
O 2.180 2.837 -1.942
H 0.557 5.012 -2.554
H 1.632 4.449 -3.842
C 1.666 0.545 0.903
Ge -0.014 0.131 1.627
C -0.768 -1.621 1.024
C -1.350 -1.766 -0.234
C -1.695 -3.012 -0.740
C -1.470 -4.156 0.014
C -0.896 -4.037 1.273
C -0.551 -2.784 1.764
C -1.334 1.465 0.981
C -2.694 1.181 0.863
C -3.601 2.152 0.458
C -3.162 3.440 0.177
C -1.816 3.746 0.308
C -0.917 2.767 0.708
C -0.291 0.132 3.603
C -1.365 -0.507 4.221
C -1.565 -0.418 5.592
C -0.686 0.316 6.376
C 0.393 0.955 5.779
C 0.585 0.859 4.407
H 2.492 -0.045 1.318
H -1.528 -0.893 -0.855
H -2.133 -3.079 -1.730
H -1.735 -5.132 -0.376
H -0.711 -4.921 1.872
H -0.095 -2.716 2.748
H -3.053 0.179 1.076
H -4.652 1.905 0.363
H -3.868 4.199 -0.140
H -1.466 4.751 0.099
H 0.135 3.013 0.818
H -2.058 -1.088 3.620
H -2.409 -0.924 6.048
H -0.840 0.388 7.446
H 1.086 1.528 6.385
H 1.432 1.353 3.940
```

lowest unoccupied orbital energy	2.57	eV
HOMO level	-0.1271	Ha
maximum force	0.94	eV/A
relative energy (zero: lowest compared OMol25 entry of this formula, charge and spin)	16.0	kcal/mol
total charge	-1


DFT (wB97M-V/def2-TZVPD) results for a structure of composition C25H25HfIN3O10P2S4.

```
71
Properties=species:S:1:pos:R:3
Hf -0.526 0.725 -0.021
O -2.036 -1.698 1.947
S -0.638 -1.805 2.250
O -0.122 -1.223 3.471
N 0.213 -1.256 0.955
C 1.623 -1.371 1.025
C 2.317 -2.308 1.752
C 3.725 -2.410 1.713
C 4.473 -1.560 0.963
C 3.813 -0.546 0.229
C 4.519 0.424 -0.518
C 3.848 1.419 -1.159
C 2.446 1.452 -1.079
N 1.765 0.541 -0.425
C 2.410 -0.458 0.241
C -0.491 -3.575 2.446
C 0.120 -4.090 3.580
C 0.140 -5.462 3.786
C -0.450 -6.310 2.860
C -1.092 -5.784 1.746
C -1.131 -4.414 1.543
H 1.790 -3.005 2.377
H 4.203 -3.188 2.296
H 5.553 -1.633 0.920
H 5.601 0.366 -0.554
H 4.364 2.183 -1.723
H 1.861 2.231 -1.558
H 0.564 -3.408 4.294
H 0.612 -5.867 4.673
H -0.422 -7.382 3.014
H -1.576 -6.443 1.035
H -1.675 -3.993 0.711
O 1.094 1.232 2.166
P 0.691 2.771 1.824
O 1.735 3.738 2.138
O 0.159 2.610 0.381
O -0.643 2.948 2.748
P -2.046 2.279 2.237
O -2.801 1.996 3.612
O -2.834 3.156 1.367
O -1.600 0.896 1.692
H 0.845 0.952 3.060
H -3.601 2.538 3.624
S -2.438 1.253 -4.388
C -1.708 1.167 -2.898
S -0.256 0.260 -2.603
S -2.310 1.970 -1.485
I -0.223 -2.979 -1.759
C -2.110 -2.130 -1.339
C -3.180 -2.871 -1.824
C -4.464 -2.427 -1.575
C -4.633 -1.289 -0.812
C -3.514 -0.618 -0.372
N -2.257 -0.999 -0.644
H -2.990 -3.767 -2.396
H -5.315 -2.967 -1.970
H -5.614 -0.907 -0.568
H -3.614 0.259 0.250
C 1.349 4.857 -4.134
C 0.576 5.745 -3.142
C -0.059 4.738 -2.159
O 0.409 3.449 -2.544
C 0.688 3.499 -3.934
H 2.405 4.803 -3.863
H 1.273 5.209 -5.163
H -0.199 6.314 -3.657
H 1.228 6.454 -2.632
H -1.151 4.753 -2.214
H 0.235 4.891 -1.123
H -0.243 3.420 -4.509
H 1.316 2.644 -4.181
```

lowest unoccupied orbital energy	1.99	eV
HOMO level	-0.1688	Ha
maximum force	2.35	eV/A
total charge	-1


Number 1: calculated total energy -2469.9706 Ha. Number 2: calculated total energy -4675.9925 Ha. Number 3: calculated total energy -4506.1110 Ha.